Computed, not measured: a cluster of 6 separate species, C20H39FO17 in total, with wB97M-V/def2-TZVPD.

## Properties
Highest occupied orbital energy = -10.455 eV
E_LUMO = 0.493 eV
SMILES = COC(=O)C[C@@H](C)F.COC(=O)OC.COC(=O)OC.COC(=O)OC.COC(=O)OC.COC(=O)OC

Each line ends with the Mulliken charge.
CARTESIAN COORDINATES (ANGSTROEM)
C  -1.690  1.311  4.292  0.61
C  3.535  -2.291  -0.998  0.81
O  4.516  -3.009  -0.454  -0.35
H  -3.387  -4.596  -5.961  0.29
O  -4.241  -2.186  -3.108  -0.27
H  -2.782  -0.820  -2.538  0.31
C  2.625  2.907  -5.894  0.83
O  -5.935  1.327  2.012  -0.35
H  1.840  3.646  -3.518  0.29
C  -4.805  1.114  2.872  -0.64
H  -0.050  1.170  6.809  0.17
O  1.606  3.694  -5.581  -0.31
H  1.550  0.184  2.158  0.39
O  -2.438  -2.727  -4.348  -0.54
H  1.775  -0.637  6.845  0.30
H  5.836  0.155  4.378  0.37
O  4.197  -1.235  5.923  -0.57
H  5.903  -1.564  3.925  0.34
C  4.135  2.447  -7.589  -0.62
H  5.232  -3.805  1.257  0.27
H  5.003  2.586  -6.951  0.29
O  -4.520  1.023  0.304  -0.54
C  0.215  1.484  2.926  0.78
H  -7.468  1.611  -1.858  0.23
C  3.550  -1.002  4.939  0.70
O  2.225  -1.026  4.852  -0.15
H  0.488  -1.341  5.859  0.21
H  -4.883  -4.085  -6.764  0.22
O  4.034  -0.669  3.746  -0.20
O  -6.710  1.479  0.008  -0.36
C  0.993  0.996  1.803  -1.64
C  5.462  -0.599  3.692  -0.82
H  0.723  2.440  -4.196  0.28
H  0.826  1.408  3.770  0.08
O  2.601  -1.843  -0.385  -0.54
O  3.794  -2.187  -2.293  -0.33
H  -4.067  1.883  2.731  0.33
H  -1.584  1.751  7.200  0.32
C  -4.026  -3.749  -6.193  -0.63
H  -4.379  0.130  2.679  0.30
C  1.083  3.458  -4.274  -0.60
H  0.396  0.642  1.016  0.41
H  -5.174  1.153  3.890  0.28
O  3.031  3.223  -7.119  -0.33
C  2.906  -1.380  -3.082  -0.61
C  -3.627  -2.697  -4.167  0.80
H  -3.471  -3.011  -6.766  0.29
H  1.889  -1.759  -3.055  0.30
C  1.552  -1.365  6.069  -0.78
C  -0.903  1.606  6.425  -0.78
H  -0.701  2.526  5.971  0.42
H  -5.793  2.179  -1.722  0.29
H  1.635  1.769  1.510  0.45
O  -1.399  0.711  5.424  -0.35
C  -6.502  1.419  -1.405  -0.54
H  1.827  -2.361  6.403  0.36
H  3.872  1.394  -7.634  0.29
C  4.375  -3.214  0.952  -0.50
H  4.354  2.811  -8.587  0.22
F  -0.075  2.759  2.744  -0.41
O  3.101  2.056  -5.192  -0.54
C  -5.618  1.265  0.735  0.80
H  -3.981  -1.252  -1.321  0.16
C  -1.022  0.718  3.168  -0.82
H  -2.695  -2.399  -1.728  0.33
O  -2.372  2.220  4.194  -0.51
O  -4.550  -3.168  -4.996  -0.32
H  2.932  -0.349  -2.741  0.29
H  -6.152  0.434  -1.703  0.22
H  0.260  4.154  -4.147  0.20
H  3.281  -1.426  -4.096  0.21
H  -1.635  0.744  2.319  0.39
C  -3.359  -1.634  -2.122  -0.65
H  3.460  -3.757  1.173  0.30
H  4.378  -2.265  1.481  0.13
H  5.711  -0.320  2.674  0.23
H  -0.714  -0.260  3.357  0.49

Atomic forces in eV per Å
C 1.60 -3.72 -0.35
C -0.07 -0.04 0.15
O 0.24 -0.18 0.14
H 0.10 0.00 0.04
O -0.09 0.11 0.24
H 0.17 0.10 -0.14
C 0.08 0.05 -0.17
O -0.04 0.06 0.49
H 0.07 -0.06 0.03
C -0.28 -0.25 0.21
H 1.90 -0.82 0.79
O -0.14 0.17 0.03
H 1.14 -1.34 0.25
O 0.10 -0.01 -0.03
H 0.15 -0.01 0.07
H 0.01 0.00 0.11
O 0.09 -0.05 0.16
H 0.02 -0.05 0.10
C 0.08 0.00 -0.14
H 0.08 -0.05 -0.07
H 0.02 -0.04 0.10
O 0.26 -0.02 -0.35
C 0.07 -1.20 -0.03
H -0.10 0.02 0.05
C 0.04 0.04 -0.02
O -0.38 0.00 -0.01
H -0.04 0.06 -0.20
H -0.12 0.01 0.02
O 0.07 0.03 -0.16
O -0.16 0.09 -0.13
C 0.13 -0.60 -0.16
C 0.09 0.05 -0.12
H -0.02 -0.17 0.08
H 1.10 0.04 1.84
O -0.15 0.22 -0.32
O -0.04 0.07 -0.31
H 0.20 0.18 -0.14
H -1.37 0.19 1.23
C -0.08 -0.05 -0.09
H 0.09 0.03 -0.03
C -0.20 0.17 0.16
H -0.83 -0.22 -1.37
H -0.17 0.05 0.02
O 0.07 0.02 -0.16
C -0.02 0.05 0.11
C 0.16 0.06 0.05
H 0.10 0.03 0.02
H -0.06 -0.07 0.15
C -0.20 0.00 0.09
C -1.05 -0.64 -0.86
H 0.46 1.55 -0.54
H 0.11 0.00 0.01
H 1.08 0.96 -0.72
O 1.04 -0.98 2.13
C -0.07 0.02 -0.09
H 0.15 -0.03 0.03
H 0.00 -0.07 0.07
C 0.12 -0.06 0.09
H -0.05 0.08 -0.06
F -0.81 3.41 -0.39
O 0.11 -0.22 0.15
C -0.03 -0.21 -0.17
H -0.15 0.00 -0.03
C 0.24 -0.53 -0.74
H 0.08 -0.05 -0.09
O -3.86 5.54 0.04
O -0.20 -0.12 -0.21
H -0.06 0.09 0.08
H 0.09 -0.04 0.01
H -0.02 0.04 -0.07
H 0.12 -0.06 -0.05
H -0.92 0.11 -1.37
C -0.08 -0.01 0.26
H -0.11 0.04 0.01
H -0.12 0.05 0.01
H -0.07 0.02 -0.09
H 0.31 -1.81 0.35